No. 1
DFT (the ωB97M-V functional and the def2-TZVPD basis) results for C10H15N3OPV as an isolated structure in a non-equilibrium geometry.

The geometry in XYZ format:
```
31
Properties=species:S:1:pos:R:3
C 0.9744 0.2880 -2.3934
C 0.2080 0.4718 -3.5523
C -0.7285 -0.5704 -3.6965
C -0.4227 -1.6534 -2.7712
C 0.6114 -1.2839 -1.8048
V -0.8942 0.0766 -1.7012
P -0.6251 2.6674 -0.8032
H 1.7673 0.9921 -2.1509
H 0.1962 1.4107 -4.1119
H -1.3838 -0.6230 -4.5481
H 0.7668 -2.0884 -0.9946
H -1.0956 -2.4997 -2.7679
H -1.6542 3.0593 0.1482
H -0.8379 3.6634 -1.7542
H 0.4094 3.1611 -0.0506
C -1.9149 -0.9392 3.4094
N -0.7376 -0.6195 2.5947
C 0.4969 -0.6204 3.1871
C 1.5913 -0.2839 2.4182
C 1.4318 -0.0664 1.0385
N 0.2015 -0.0593 0.4839
C -0.8885 -0.2654 1.2832
O -2.0245 -0.1754 0.7341
N 2.4593 0.0223 0.1708
H -2.5882 -0.0672 3.3888
H -1.6474 -1.1616 4.4491
H -2.3796 -1.8184 2.9451
H 0.4965 -0.8810 4.2594
H 2.5840 -0.3279 2.8387
H 3.3983 0.0729 0.5319
H 2.2295 0.1188 -0.7799
```

Energy, Eh: -1914.75876
⟨S²⟩: 3.8173
Largest force on an atom, hartree/bohr: 0.08517
M, g/mol: 275.168
Frontier orbital gap (spin up / spin down), eV: 3.95 / 4.48
Net charge: -1
Multiplicity: 4
LUMO energy (spin up / spin down), Eh: 0.1202 / 0.1173

The natural (NBO) scheme yields these atomic charges, measured in e: atom 1 (C): -0.46, atom 2 (C): -0.34, atom 3 (C): -0.37, atom 4 (C): -0.40, atom 5 (C): -0.39, atom 6 (V): 0.58, atom 7 (P): 0.14, atom 8 (H): 0.20, atom 9 (H): 0.21, atom 10 (H): 0.21, atom 11 (H): 0.24, atom 12 (H): 0.21, atom 13 (H): 0.00, atom 14 (H): -0.03, atom 15 (H): -0.01, atom 16 (C): -0.39, atom 17 (N): -0.44, atom 18 (C): -0.18, atom 19 (C): -0.42, atom 20 (C): 0.36, atom 21 (N): -0.67, atom 22 (C): 0.76, atom 23 (O): -0.75, atom 24 (N): -0.82, atom 25 (H): 0.20, atom 26 (H): 0.19, atom 27 (H): 0.20, atom 28 (H): 0.17, atom 29 (H): 0.19, atom 30 (H): 0.38, atom 31 (H): 0.42

=====

No. 2
DFT (the ωB97M-V functional and the def2-TZVPD basis) results for C29H27IrN12O8S2 as an isolated structure in a non-equilibrium geometry.

The geometry in XYZ format:
```
79
Properties=species:S:1:pos:R:3
Ir -0.4646 0.3998 -0.5690
C -2.7340 3.6903 -2.4026
C -2.3783 2.3527 -2.2157
N -2.2657 1.8601 -1.0020
C -2.5233 2.6342 0.0529
C -2.8930 3.9669 -0.1610
N -2.9811 4.4682 -1.3713
C -2.2795 2.0385 1.3698
C -2.5710 2.6713 2.5705
C -2.1683 2.1016 3.7822
C -1.4799 0.8892 3.7036
C -1.2703 0.2829 2.4698
N -1.6838 0.8473 1.3361
C -0.5664 -0.9913 2.2996
C -0.1020 -1.7939 3.3503
N 0.5082 -2.9386 3.1350
C 0.7005 -3.3207 1.8873
C 0.2817 -2.5251 0.8203
N -0.3521 -1.3886 1.0385
C -2.4515 2.7465 5.0754
C -3.0262 4.0185 5.1595
C -3.2998 4.5610 6.4064
N -3.0281 3.9352 7.5323
C -2.4725 2.7427 7.4811
C -2.1718 2.1064 6.2868
H -2.8110 4.1333 -3.3845
H -2.1861 1.6819 -3.0391
H -3.0806 4.6499 0.6526
H -3.0988 3.6066 2.5511
H -1.1032 0.4083 4.5876
H -0.2177 -1.5088 4.3853
H 1.1984 -4.2667 1.7366
H 0.4673 -2.7883 -0.2113
H -3.2626 4.5998 4.2849
H -3.7590 5.5356 6.5010
H -2.2626 2.2695 8.4305
H -1.7359 1.1229 6.3246
O 0.5751 1.8414 -2.0516
S 1.2396 2.2174 -0.7395
O 2.2230 3.2284 -0.8688
O 0.0794 2.5997 0.1310
O 1.7020 0.9186 -0.1702
C 4.6014 -4.6791 0.2287
C 4.4384 -3.4276 -0.5741
C 4.0794 -2.2304 0.0402
C 3.9072 -1.0729 -0.7015
C 4.1148 -1.1319 -2.0630
C 4.4557 -2.3041 -2.7074
C 4.6229 -3.4532 -1.9552
S 4.0164 0.3756 -3.0211
O 4.3882 1.4836 -2.2194
O 4.6565 0.1438 -4.2835
N 2.3915 0.4578 -3.3500
C 1.8422 -0.2919 -4.4129
C 0.4030 -0.6984 -4.1801
C 0.2642 -1.7193 -2.9864
O -0.1703 -2.8203 -3.2868
O 0.5797 -1.2939 -1.8540
H 4.7926 -4.4512 1.2734
H 5.4197 -5.2797 -0.1588
H 3.6938 -5.2788 0.1665
H 3.9508 -2.1973 1.1124
H 3.6142 -0.1380 -0.2488
H 4.6337 -2.2931 -3.7713
H 4.9163 -4.3712 -2.4425
H 1.7441 1.0363 -2.7786
H 2.5064 -1.1395 -4.6231
H 1.8580 0.3255 -5.3293
H -0.0066 -1.1714 -5.0719
H -0.1842 0.1734 -3.8901
N -3.3636 -2.2020 -4.3049
N -2.9626 -1.9370 -3.0572
N -3.1712 -2.7626 -2.0696
C -2.6897 -2.1023 -1.0339
N -2.2201 -0.9068 -1.4062
N -2.4134 -0.8166 -2.7015
H -3.5051 -3.1956 -4.4444
H -2.7973 -1.7568 -5.0154
H -2.7016 -2.4772 -0.0339
```

Energy, Eh: -3280.53782
⟨S²⟩: 0.7599
Largest force on an atom, hartree/bohr: 0.18151
M, g/mol: 927.962
Frontier orbital gap (spin up / spin down), eV: 6.39 / 4.48
Net charge: +1
Multiplicity: 2
LUMO energy (spin up / spin down), Eh: -0.1747 / -0.2448

The Mulliken scheme yields these atomic charges, measured in e: atom 1 (Ir): 3.26, atom 2 (C): -0.57, atom 3 (C): -0.20, atom 4 (N): 0.15, atom 5 (C): -0.87, atom 6 (C): -0.35, atom 7 (N): -0.60, atom 8 (C): 0.92, atom 9 (C): -0.39, atom 10 (C): 1.18, atom 11 (C): -0.79, atom 12 (C): 0.27, atom 13 (N): -0.31, atom 14 (C): -0.16, atom 15 (C): -0.58, atom 16 (N): -0.57, atom 17 (C): -0.76, atom 18 (C): -0.55, atom 19 (N): 0.26, atom 20 (C): 1.02, atom 21 (C): -0.55, atom 22 (C): -0.45, atom 23 (N): -0.58, atom 24 (C): -0.46, atom 25 (C): -0.55, atom 26 (H): 0.41, atom 27 (H): 0.32, atom 28 (H): 0.41, atom 29 (H): 0.45, atom 30 (H): 0.40, atom 31 (H): 0.50, atom 32 (H): 0.48, atom 33 (H): 0.62, atom 34 (H): 0.35, atom 35 (H): 0.39, atom 36 (H): 0.39, atom 37 (H): 0.31, atom 38 (O): -0.82, atom 39 (S): 0.71, atom 40 (O): -0.67, atom 41 (O): -0.46, atom 42 (O): -0.59, atom 43 (C): -1.58, atom 44 (C): 0.85, atom 45 (C): -0.80, atom 46 (C): -0.32, atom 47 (C): 0.15, atom 48 (C): -0.42, atom 49 (C): -0.89, atom 50 (S): 1.15, atom 51 (O): -0.61, atom 52 (O): -0.65, atom 53 (N): 0.36, atom 54 (C): -0.57, atom 55 (C): -0.39, atom 56 (C): 0.53, atom 57 (O): -0.67, atom 58 (O): -0.58, atom 59 (H): 0.39, atom 60 (H): 0.46, atom 61 (H): 0.29, atom 62 (H): 0.47, atom 63 (H): 0.56, atom 64 (H): 0.54, atom 65 (H): 0.45, atom 66 (H): 0.24, atom 67 (H): 0.52, atom 68 (H): 0.35, atom 69 (H): 0.35, atom 70 (H): -0.16, atom 71 (N): -0.60, atom 72 (N): 1.29, atom 73 (N): -1.08, atom 74 (C): -0.37, atom 75 (N): -0.01, atom 76 (N): -0.47, atom 77 (H): 0.33, atom 78 (H): 0.29, atom 79 (H): 0.62

=====

No. 3
DFT (the ωB97M-V functional and the def2-TZVPD basis) results for BrCoH8O4 as an isolated structure in a non-equilibrium geometry.

The geometry in XYZ format:
```
14
Properties=species:S:1:pos:R:3
Co 1.1441 -0.8539 -3.8003
Br 0.3724 -0.0836 -1.4786
O 1.9815 -0.1072 1.5816
H 1.7548 -1.0371 1.5942
H 1.8191 0.1672 0.6791
O 0.7025 -2.3725 0.7773
H 0.9978 -2.3064 -0.1308
H -0.2516 -2.4204 0.7166
O -0.2612 2.5840 0.8518
H -0.0573 1.7827 0.3696
H -1.1700 2.7778 0.6219
O -2.5265 0.9499 -0.4825
H -2.8960 0.2057 -0.9577
H -1.6095 0.7137 -0.3423
```

Energy, Eh: -4262.39772
⟨S²⟩: 6.0064
Largest force on an atom, hartree/bohr: 0.04043
M, g/mol: 210.897
Frontier orbital gap (spin up / spin down), eV: 8.68 / 6.80
Multiplicity: 5
LUMO energy (spin up / spin down), Eh: -0.0174 / -0.1369

The natural (NBO) scheme yields these atomic charges, measured in e: atom 1 (Co): 0.73, atom 2 (Br): -0.72, atom 3 (O): -0.95, atom 4 (H): 0.49, atom 5 (H): 0.45, atom 6 (O): -0.95, atom 7 (H): 0.48, atom 8 (H): 0.48, atom 9 (O): -0.93, atom 10 (H): 0.45, atom 11 (H): 0.47, atom 12 (O): -0.94, atom 13 (H): 0.47, atom 14 (H): 0.46

=====

No. 4
DFT (the ωB97M-V functional and the def2-TZVPD basis) results for a 10-piece molecular cluster, C54H122N6O10 overall in a non-equilibrium geometry.

The geometry in XYZ format:
```
192
Properties=species:S:1:pos:R:3
C -8.7808 -13.1227 6.3279
C -9.6169 -13.6442 7.5067
C -8.8671 -13.1705 8.7912
C -11.0025 -12.9785 7.4049
C -11.9757 -13.7102 8.3210
C -12.0861 -15.2296 8.1896
C -10.7239 -15.9211 8.2524
C -10.2827 -16.0099 9.7084
C -10.9669 -17.3451 7.7260
N -9.7772 -15.1105 7.4560
O -8.5732 -15.7881 7.2484
H -7.7575 -13.4875 6.2941
H -9.3042 -13.5137 5.4467
H -8.8624 -12.0403 6.2449
H -8.1607 -13.9693 9.0355
H -8.3463 -12.2272 8.6654
H -9.5815 -13.1811 9.6173
H -10.9262 -11.9609 7.7940
H -11.3826 -12.9283 6.3841
H -11.8044 -13.3560 9.3430
H -12.9757 -13.2953 8.1408
H -12.5048 -15.4627 7.2096
H -12.7543 -15.4453 9.0231
H -10.7818 -16.8104 10.2569
H -10.5191 -15.0752 10.2242
H -9.2072 -16.1566 9.8454
H -10.7802 -17.4839 6.6574
H -11.9833 -17.6736 7.9352
H -10.2779 -18.0825 8.1476
H -8.0911 -15.7836 8.0979
C 6.1719 -17.4319 11.5530
C 5.6019 -16.8722 10.2500
C 6.5619 -17.1346 9.0819
C 4.2393 -17.5829 10.0891
C 3.3468 -16.9257 9.0139
C 3.1785 -15.4346 9.3244
C 4.4953 -14.6761 9.5269
C 5.1255 -14.4547 8.1639
C 4.0982 -13.3097 10.1358
N 5.2856 -15.4496 10.4620
O 6.4266 -14.7427 10.9533
H 6.3916 -18.4948 11.4759
H 7.1260 -16.9249 11.7245
H 5.5364 -17.1742 12.3987
H 6.0405 -17.2695 8.1352
H 7.2074 -16.2594 8.9941
H 7.2022 -18.0023 9.2421
H 4.4622 -18.6286 9.8628
H 3.6823 -17.5802 11.0259
H 3.6366 -17.0429 7.9682
H 2.3351 -17.3280 9.1207
H 2.6412 -15.4177 10.2817
H 2.5267 -14.9237 8.6144
H 4.4321 -13.8893 7.5380
H 5.3091 -15.4037 7.6640
H 6.0894 -13.9453 8.2133
H 3.0817 -13.0012 9.8675
H 4.6923 -12.4278 9.8829
H 4.0328 -13.2789 11.2268
H 6.0755 -14.3878 11.7767
C -4.1172 -13.1471 8.6887
C -3.4232 -13.2771 7.3208
C -4.6170 -13.3675 6.3270
C -2.6737 -12.0496 6.9173
C -1.3331 -11.8380 7.5942
C -0.4365 -13.0312 7.2445
C -1.1589 -14.3801 7.5929
C -0.3243 -15.3864 6.7483
C -0.9135 -14.6321 9.1116
N -2.5686 -14.4605 7.1910
O -3.2780 -15.5926 7.6611
H -4.5237 -12.1439 8.8080
H -4.8746 -13.9059 8.8608
H -3.3423 -13.3260 9.4432
H -4.4388 -13.0011 5.3091
H -4.8996 -14.4062 6.1443
H -5.4714 -12.7791 6.6613
H -2.4075 -12.0201 5.8547
H -3.1584 -11.0969 7.1554
H -0.7908 -10.9537 7.2536
H -1.4937 -11.8118 8.6775
H 0.4021 -12.9559 7.9436
H -0.0239 -12.9390 6.2411
H -0.7990 -16.3705 6.8601
H 0.7127 -15.4323 7.0730
H -0.4153 -15.2370 5.6712
H -0.0408 -15.2415 9.3402
H -1.7878 -14.9491 9.6780
H -0.7367 -13.6454 9.5513
H -3.2734 -16.1012 6.8370
C 0.4039 -11.3316 11.2205
C 0.6284 -11.5725 12.7137
C 2.0685 -11.9970 12.9454
C 0.4619 -10.2885 13.5215
C -0.9651 -9.8069 13.7760
C -1.6803 -10.9340 14.4867
C -1.6487 -12.3333 13.7665
C -2.0910 -13.3429 14.8327
C -2.6842 -12.2394 12.6363
N -0.2917 -12.5704 13.2866
O -0.1374 -13.8470 12.6760
H -0.6510 -11.0465 11.2610
H 1.0482 -10.5216 10.8859
H 0.4598 -12.2161 10.5906
H 2.7454 -11.2893 12.4591
H 2.3952 -12.0574 13.9853
H 2.2881 -12.9657 12.4898
H 0.9016 -10.3582 14.5229
H 1.0864 -9.4922 13.0997
H -0.8884 -8.8841 14.3530
H -1.4038 -9.5049 12.8190
H -2.7112 -10.6444 14.7041
H -1.2259 -11.1257 15.4632
H -1.4745 -13.3399 15.7325
H -2.0977 -14.3632 14.4426
H -3.1114 -13.1091 15.1386
H -3.6865 -12.2015 13.0696
H -2.7051 -13.1666 12.0562
H -2.4715 -11.3604 12.0358
H 0.2832 -14.3259 13.3996
C -3.2407 -5.4047 2.0527
C -2.0305 -5.7187 2.9578
C -0.7473 -5.5972 2.1492
C -2.0382 -4.6496 4.0384
C -1.2312 -5.0565 5.2579
C -1.6168 -6.4261 5.8332
C -1.7574 -7.5754 4.7981
C -0.3958 -8.2737 4.6382
C -2.8048 -8.5220 5.3913
N -2.3505 -7.0429 3.5412
O -2.4265 -7.9947 2.4825
H -4.2076 -5.5472 2.5384
H -3.2886 -4.3449 1.7815
H -3.2455 -5.9894 1.1332
H -0.7749 -6.2750 1.2932
H -0.5521 -4.5878 1.7787
H 0.1932 -5.7621 2.6871
H -1.5081 -3.7399 3.7366
H -3.0341 -4.2655 4.2749
H -0.2029 -5.1542 4.8904
H -1.2395 -4.3311 6.0704
H -2.5505 -6.2847 6.3795
H -0.8242 -6.6468 6.5508
H 0.3482 -7.5315 4.3294
H -0.4382 -8.8559 3.7081
H -0.0355 -8.8931 5.4515
H -2.4826 -9.0047 6.3117
H -3.1184 -9.2113 4.5983
H -3.7784 -8.0578 5.5689
H -1.5343 -8.3733 2.5139
C -1.9102 -22.2888 10.0665
C -1.1508 -21.4663 11.1211
C -0.8313 -22.3199 12.3506
C 0.2420 -21.0798 10.5245
C 0.3031 -19.6645 9.9328
C -0.1289 -18.6629 11.0069
C -1.5413 -18.9149 11.5304
C -1.5531 -18.3621 12.9757
C -2.5459 -18.1639 10.6240
N -1.9401 -20.3077 11.5462
O -3.1679 -20.6118 12.1352
H -2.9585 -22.3692 10.3635
H -1.9552 -21.7883 9.0970
H -1.4886 -23.2861 9.9475
H -0.2019 -21.7218 13.0186
H -1.6869 -22.5497 12.9944
H -0.3039 -23.2509 12.1438
H 1.0119 -21.2474 11.2789
H 0.5338 -21.7454 9.7073
H 1.3121 -19.4351 9.5828
H -0.3236 -19.5638 9.0444
H -0.1124 -17.6718 10.5418
H 0.5907 -18.5310 11.8175
H -1.5394 -17.2702 12.9542
H -0.7173 -18.8222 13.4991
H -2.4711 -18.6339 13.5013
H -2.2884 -17.1013 10.5649
H -3.4995 -18.1568 11.1624
H -2.7142 -18.5742 9.6319
H -2.9260 -21.0620 12.9586
O -5.9438 -18.1705 6.4880
H -5.0698 -18.1896 6.0670
H -6.2159 -17.2491 6.4260
O -5.8433 -15.9092 9.9215
H -6.0045 -15.1376 10.4761
H -4.8803 -15.9823 9.8745
O -5.0627 -11.4453 2.2224
H -4.3378 -11.9656 1.8609
H -4.7187 -11.0909 3.0501
O -3.8308 -17.0706 5.1073
H -4.3164 -16.5367 4.4651
H -3.4722 -17.8066 4.5946
```

Energy, Eh: -3211.27189
Largest force on an atom, hartree/bohr: 0.05369
M, g/mol: 1015.602
Frontier orbital gap, eV: 7.79
Structure (SMILES): CC1(C)CCCC(C)(C)N1O.CC1(C)CCCC(C)(C)N1O.CC1(C)CCCC(C)(C)N1O.CC1(C)CCCC(C)(C)N1O.CC1(C)CCCC(C)(C)N1O.CC1(C)CCCC(C)(C)N1O.O.O.O.O
Multiplicity: 1
LUMO energy, Eh: 0.0053

Atomic partial charges in e from the Mulliken method, atoms 1 to 99: atom 1 (C): -1.91, atom 2 (C): 1.70, atom 3 (C): -1.34, atom 4 (C): -0.98, atom 5 (C): -0.84, atom 6 (C): -1.02, atom 7 (C): 1.72, atom 8 (C): -1.72, atom 9 (C): -1.97, atom 10 (N): -0.13, atom 11 (O): -0.29, atom 12 (H): 0.14, atom 13 (H): 0.50, atom 14 (H): 0.48, atom 15 (H): -0.07, atom 16 (H): 0.54, atom 17 (H): 0.30, atom 18 (H): 0.37, atom 19 (H): 0.39, atom 20 (H): 0.35, atom 21 (H): 0.34, atom 22 (H): 0.43, atom 23 (H): 0.35, atom 24 (H): 0.46, atom 25 (H): 0.38, atom 26 (H): 0.29, atom 27 (H): 0.39, atom 28 (H): 0.41, atom 29 (H): 0.42, atom 30 (H): 0.31, atom 31 (C): -2.17, atom 32 (C): 2.01, atom 33 (C): -1.80, atom 34 (C): -1.48, atom 35 (C): -0.35, atom 36 (C): -1.03, atom 37 (C): 2.82, atom 38 (C): -1.94, atom 39 (C): -2.28, atom 40 (N): 0.27, atom 41 (O): -0.52, atom 42 (H): 0.46, atom 43 (H): 0.49, atom 44 (H): 0.41, atom 45 (H): 0.31, atom 46 (H): 0.32, atom 47 (H): 0.47, atom 48 (H): 0.41, atom 49 (H): 0.39, atom 50 (H): 0.46, atom 51 (H): -0.04, atom 52 (H): 0.23, atom 53 (H): 0.04, atom 54 (H): 0.35, atom 55 (H): 0.39, atom 56 (H): 0.41, atom 57 (H): 0.25, atom 58 (H): 0.34, atom 59 (H): 0.39, atom 60 (H): 0.34, atom 61 (C): -1.08, atom 62 (C): 2.45, atom 63 (C): -1.86, atom 64 (C): -1.92, atom 65 (C): 0.16, atom 66 (C): -1.09, atom 67 (C): 2.06, atom 68 (C): -1.75, atom 69 (C): 0.74, atom 70 (N): 0.32, atom 71 (O): 0.12, atom 72 (H): 0.46, atom 73 (H): -0.05, atom 74 (H): -0.06, atom 75 (H): 0.36, atom 76 (H): 0.26, atom 77 (H): 0.40, atom 78 (H): 0.19, atom 79 (H): 0.51, atom 80 (H): 0.30, atom 81 (H): -0.46, atom 82 (H): -0.17, atom 83 (H): 0.65, atom 84 (H): 0.37, atom 85 (H): 0.18, atom 86 (H): 0.43, atom 87 (H): -0.21, atom 88 (H): -0.62, atom 89 (H): -0.78, atom 90 (H): 0.18, atom 91 (C): -0.89, atom 92 (C): 2.14, atom 93 (C): -2.12, atom 94 (C): -1.75, atom 95 (C): -0.64, atom 96 (C): -1.45, atom 97 (C): 1.72, atom 98 (C): -1.83, atom 99 (C): -1.63